Computed, not measured: the ion C6H11N with charge -1, with the ωB97M-V functional and the def2-TZVPD basis.

HOMO energy (alpha / beta) = -0.027 / -2.469 eV
Total charge = -1
2S+1 = 2
ΔE to the lowest compared entry with this formula, charge and spin = 144.7 kJ/mol
HOMO-LUMO gap (alpha / beta) = 4.28 / 6.68 eV
Calculated total energy = -7886.9658 eV

Bonds (Å) are listed after each position.
Positions of all 18 atoms, in Å:
1 C -0.01424 -1.64710 0.02872  C2 1.529, N7 1.537, H8 1.088, H9 1.092
2 C -0.13698 -0.41152 -0.86338  C1 1.529, C3 1.538, H10 1.089, H11 1.083
3 C 0.17305 0.93674 -0.19228  C2 1.538, C4 1.396, C6 1.445
4 C 1.17820 1.69890 -0.79093  C3 1.396, H12 1.087, H13 1.084
5 C -2.02764 1.06217 0.84273  C6 1.408, H14 1.087, H15 1.090
6 C -0.65137 1.35016 0.91978  C3 1.445, C5 1.408, H16 1.095
7 N 1.36497 -2.32514 -0.00974  C1 1.537, H17 1.007, H18 1.010
8 H -0.65868 -2.46892 -0.27802  C1 1.088
9 H -0.24868 -1.43344 1.07354  C1 1.092
10 H 0.38032 -0.74041 -1.76351  C2 1.089
11 H -1.19383 -0.35842 -1.09583  C2 1.083
12 H 1.40680 1.31922 -1.78396  C4 1.087
13 H 1.62979 2.47006 -0.17792  C4 1.084
14 H -2.55975 0.69774 1.71710  C5 1.087
15 H -2.42563 1.32550 -0.13680  C5 1.090
16 H -0.27974 1.60834 1.91682  C6 1.095
17 H 1.99074 -1.54654 0.11793  N7 1.007
18 H 1.32585 -2.93804 0.79229  N7 1.010